# 1
6
Properties=species:S:1:pos:R:3:forces:R:3 method="wB97M-V/def2-TZVPD" gap_ev=9.53 charge=-1 multiplicity=1 smiles="O=POC(=O)[O-]"
P -1.686601 -0.363626 0.198292 0.40 -0.08 0.06
O 1.715509 0.813282 0.282755 0.70 0.70 0.14
O -0.504525 0.474552 -0.337322 -0.16 -0.37 -0.07
O 1.106439 -1.337438 -0.095929 -0.19 -0.67 -0.28
O -2.980221 0.305116 -0.027147 -0.77 0.21 -0.08
C 1.082909 -0.150666 0.008348 0.01 0.20 0.23

# 2
113
Properties=species:S:1:pos:R:3:forces:R:3 method="wB97M-V/def2-TZVPD" gap_ev=5.28 charge=-1 multiplicity=1
Te -1.967803 -0.229046 -6.023678 -0.31 0.10 1.15
Te -0.396789 1.981414 -5.978533 0.11 0.11 -0.43
Te -2.081626 0.125453 -9.157313 0.04 0.02 -0.67
Te -0.918187 2.491646 -8.719646 -0.04 -0.04 0.32
Ga -1.528225 0.070249 -3.418617 0.57 -0.02 0.09
O 0.206794 0.739254 -3.176442 0.01 -0.45 0.00
O -0.401469 -2.229927 -3.325195 -0.18 0.04 0.08
O -2.279134 -0.576221 -1.866906 -0.01 -0.29 -0.03
O -2.113063 2.069603 -2.546126 -0.15 0.12 -0.20
C 2.752598 2.629842 -1.424674 -0.01 0.00 -0.05
C -0.418996 -3.322285 -4.244759 0.00 0.07 0.01
C 5.096542 2.029392 -0.561730 0.00 -0.02 -0.02
C 5.288313 1.038354 0.595756 -0.01 -0.02 0.02
C -3.935128 -0.559921 1.358860 0.02 0.04 -0.03
C -3.722251 -1.853883 1.831506 -0.03 -0.01 -0.05
C -0.550397 3.156508 -1.073026 0.07 0.02 0.03
C 3.591012 0.460113 -1.856957 0.01 0.01 -0.03
C 2.467765 -3.784087 1.346216 -0.04 0.05 -0.01
C -0.387867 -3.158476 -1.113924 0.01 -0.01 -0.01
C -3.770379 1.257357 -0.372438 0.03 -0.03 -0.01
C -2.746306 -1.008624 -0.703410 -0.02 0.16 -0.12
C 5.105945 3.443571 0.018119 0.00 0.03 0.00
C 3.789312 1.715220 -1.286943 -0.02 -0.04 -0.01
C 2.415641 0.099027 -2.500604 0.12 0.01 -0.07
C 2.298619 -5.302960 1.483758 0.01 -0.03 -0.01
C -1.884293 -3.340134 -1.156158 -0.02 0.02 0.00
C -2.579904 -2.329367 -0.277316 -0.04 -0.17 0.13
C 1.355835 1.014627 -2.575800 -0.12 0.33 0.17
C -0.781703 3.871862 2.707697 0.01 -0.04 -0.01
C 1.618263 -2.178593 -2.049456 0.06 -0.07 0.00
C -3.893331 -3.713177 3.546106 0.01 -0.02 0.01
C -3.055257 -2.719142 0.975267 0.06 0.00 -0.04
C -3.674804 -1.354923 4.284872 0.04 0.01 0.01
C 0.340872 -3.545745 -0.000861 -0.02 0.07 0.03
C 1.562091 2.306160 -2.065545 0.01 0.07 0.05
C 0.282793 -2.522486 -2.154861 0.02 -0.08 -0.09
C 0.494064 4.711579 2.757280 0.04 0.00 0.01
C -2.957461 3.007272 -3.224482 0.04 0.02 0.01
C 3.962316 -3.474859 1.262744 0.02 0.01 0.02
C -2.223984 2.601995 1.070393 -0.02 -0.06 0.01
C 0.458573 3.334055 -2.182621 -0.02 -0.02 0.02
C -2.566766 2.147085 -0.193119 -0.10 0.06 0.01
C -0.615478 2.678784 3.659140 0.01 -0.02 0.01
C -4.260240 -2.270013 3.200501 0.04 0.02 -0.03
C -3.478624 -0.136231 0.121777 -0.16 0.01 0.04
C -5.789942 -2.146425 3.210617 -0.02 -0.01 -0.01
C -1.079323 3.360446 1.298544 0.01 0.02 -0.04
C -1.951212 4.744009 3.186183 0.00 0.01 0.00
C -1.739542 2.469809 -1.262879 0.03 -0.04 -0.01
C 2.262456 -1.283819 -3.080643 -0.01 -0.02 0.07
C 6.276815 1.899381 -1.533981 0.02 0.01 -0.02
C 1.709347 -3.298437 0.109907 -0.01 -0.03 0.00
C -0.249785 3.606821 0.212692 0.03 -0.03 -0.02
C 2.319042 -2.591126 -0.916128 0.00 0.09 -0.02
C 1.899087 -3.093909 2.594208 -0.01 0.02 0.01
H 5.357506 0.010948 0.231644 -0.01 0.03 0.01
H -3.945199 -0.310972 4.115130 0.00 -0.02 0.00
H 0.682471 4.142022 0.345249 -0.03 0.01 0.00
H 0.428743 5.579637 2.097756 0.00 -0.01 0.01
H -0.409683 3.028156 4.675191 -0.01 0.00 -0.02
H -4.037643 1.207253 -1.426353 -0.04 -0.01 -0.02
H 0.650821 5.073081 3.776225 0.00 0.00 -0.01
H -6.228876 -2.775101 2.432889 0.00 0.01 0.02
H -1.739152 5.150273 4.179254 -0.01 -0.02 -0.02
H -4.623433 1.663769 0.174186 0.03 0.03 0.04
H -0.034541 3.235309 -3.148412 0.03 0.00 -0.06
H 0.502509 -3.341371 -4.830566 0.04 -0.01 0.01
H -0.192581 -4.029245 0.812500 0.02 -0.01 -0.04
H -4.487958 0.152602 1.965707 -0.01 -0.02 -0.03
H -2.114283 5.578021 2.499839 0.01 -0.01 0.02
H 0.898879 4.331400 -2.120360 -0.03 0.02 0.02
H -2.416751 3.938322 -3.397110 0.02 0.02 0.00
H 4.419242 -3.939746 0.386289 0.00 0.00 0.02
H 3.364664 -2.317622 -0.845716 -0.02 -0.02 -0.01
H -3.853112 3.202810 -2.630394 0.00 -0.02 0.01
H -2.810313 -3.857705 3.562251 -0.03 0.01 0.00
H 0.213488 2.044275 3.337722 -0.02 0.01 0.01
H -2.888877 -3.749965 1.267705 -0.02 0.01 -0.02
H -4.046148 -1.644020 5.272468 0.00 0.01 -0.02
H 2.411227 -3.448637 3.493746 -0.01 0.01 -0.03
H 6.206200 1.264627 1.147516 -0.02 -0.01 -0.02
H -6.105805 -1.118072 3.026303 0.00 -0.02 0.00
H 4.388507 -0.277301 -1.814102 -0.02 0.01 -0.01
H 6.047195 3.615762 0.545975 -0.01 0.00 -0.01
H 7.217218 2.145332 -1.030991 -0.02 -0.02 -0.01
H 2.677564 -5.813019 0.595047 0.00 0.00 0.02
H 1.250623 -5.580515 1.608364 0.02 0.01 0.00
H 5.018357 4.199663 -0.765515 0.00 -0.02 0.02
H -2.868318 2.324650 1.899635 0.00 0.05 -0.03
H 0.831619 -3.292816 2.708984 0.03 0.00 0.00
H 1.372162 4.127743 2.471438 -0.02 0.01 0.00
H -4.323147 -4.419420 2.832239 0.01 0.01 0.02
H 4.444766 1.090602 1.288336 0.02 0.00 -0.01
H 3.245122 -1.666717 -3.361777 0.01 -0.04 0.03
H 1.640119 -1.238809 -3.972418 0.01 0.02 -0.04
H 4.149430 -2.399491 1.219120 -0.01 -0.02 0.00
H -1.515280 2.061317 3.688292 0.02 0.01 0.00
H 6.150994 2.575780 -2.382217 0.01 -0.01 0.02
H -2.239501 -3.237708 -2.180688 -0.03 0.01 -0.01
H 4.463795 -3.864456 2.151953 0.00 0.01 -0.01
H 4.289329 3.589459 0.729357 0.02 0.00 -0.01
H -3.221771 2.562886 -4.181074 0.01 -0.03 -0.03
H -2.144579 -4.339825 -0.803851 0.01 -0.04 -0.02
H -2.878625 4.171786 3.244873 0.02 0.01 0.00
H 6.358549 0.883901 -1.925912 -0.01 0.03 0.00
H 2.860000 3.638128 -1.040812 -0.01 -0.01 0.00
H 2.852225 -5.668231 2.353746 -0.02 0.01 -0.02
H -1.262760 -3.179656 -4.914777 0.00 0.07 -0.03
H -2.584390 -1.419612 4.292583 -0.02 0.00 0.01
H -6.194495 -2.458983 4.178049 0.01 0.02 -0.01
H 2.030115 -2.011549 2.525518 -0.01 -0.02 0.00
H -4.281082 -3.960999 4.537187 0.01 0.00 -0.01
H -0.529957 -4.265016 -3.704588 -0.01 -0.01 0.00

# 3
17
Properties=species:S:1:pos:R:3:forces:R:3 method="wB97M-V/def2-TZVPD" gap_ev=10.54 multiplicity=1 smiles=C[C@H]1OCC[C@H]1O
O -0.961272 -0.191626 -1.089198 0.49 0.71 0.48
O 1.817864 -0.207175 0.255791 0.09 0.13 -0.22
C 0.024585 2.055590 -0.398378 -0.16 -0.08 -0.35
C -0.614818 -1.542554 -0.763385 0.25 -0.27 0.28
C 0.508689 -0.140860 0.774862 -0.38 0.29 0.67
C -0.497476 0.675665 0.018703 -0.41 -0.42 -0.91
C -0.118229 -1.520911 0.696241 -0.09 -0.04 0.03
H -1.463364 -2.234852 -0.868372 -0.01 0.48 -0.10
H 0.574950 -2.335535 0.923347 -0.08 0.20 -0.01
H -1.364659 0.774025 0.678892 0.06 0.19 0.02
H 0.463838 0.398685 1.738382 0.62 -0.86 0.32
H 0.173316 -1.892819 -1.443233 -0.06 0.14 0.11
H 1.973029 0.509036 -0.371103 -0.07 -0.05 0.11
H 1.079445 2.244034 -0.143812 -0.25 -0.32 -0.07
H -0.520795 2.884679 0.062135 -0.14 -0.28 -0.12
H -0.082321 2.117946 -1.475874 0.03 0.26 -0.20
H -0.973342 -1.565554 1.378536 0.11 -0.09 -0.04